[1]
Here is 2 unconnected molecules or ions with the total composition C6H9N2O2 in a non-equilibrium geometry from the OMol25 dataset. Energies are from ωB97M-V/def2-TZVPD.

Last column: natural (NBO) charge in e.
CARTESIAN COORDINATES (ANGSTROEM)
C1 -2.615 -0.621 -1.712  -0.640
C2 0.495 -2.364 -1.768  -0.388
C3 -1.217 -1.102 -1.551  0.040
C4 -0.336 -0.720 -0.551  -0.160
N1 -0.665 -2.095 -2.343  -0.540
N2 0.733 -1.533 -0.721  -0.577
H1 1.177 -3.146 -2.056  0.066
H2 1.550 -1.588 -0.127  0.343
H3 -0.490 0.070 0.184  0.273
H4 -2.894 -0.010 -0.864  0.215
H5 -3.333 -1.358 -2.047  0.199
H6 -2.598 0.071 -2.578  0.189
C5 1.771 1.856 2.903  -0.804
C6 1.001 2.245 1.500  0.802
O1 1.702 2.983 0.785  -0.788
O2 -0.101 1.692 1.386  -0.791
H7 2.180 2.815 3.232  0.178
H8 2.604 1.205 2.658  0.200
H9 1.035 1.600 3.670  0.184

Values from the calculation:
⟨S²⟩: 0.751
electronic energy: -13440.782 eV
frontier orbital gap (alpha / beta): 2.38 / 7.70 eV
strongest force on any atom: 2.856 eV/A
LUMO (alpha / beta): 6.23 / 6.09 eV
spin multiplicity: 2
net charge: -2
energy above the lowest of the compared OMol25 structures with the same formula, charge and spin: 23.6 kcal/mol

---

[2]
Here is a molecular structure, C14H30MgNO3P2 in a non-equilibrium geometry from the OMol25 dataset. Energies are from ωB97M-V/def2-TZVPD.

Last column: natural (NBO) charge in e.
CARTESIAN COORDINATES (ANGSTROEM)
Mg1 0.104 -0.078 -0.039  1.569
P1 1.142 2.167 0.568  0.838
C1 1.051 2.867 -1.029  -0.472
C2 0.777 2.036 -2.165  0.137
N1 0.264 0.759 -2.026  -0.603
C3 0.120 -0.070 -3.070  0.268
C4 0.439 0.342 -4.370  -0.209
C5 0.913 1.646 -4.575  -0.143
C6 1.064 2.496 -3.478  -0.181
C7 -0.402 -1.506 -2.843  -0.766
P2 -1.362 -1.682 -1.287  0.807
H1 1.460 3.505 -3.560  0.233
H2 0.292 -0.383 -5.168  0.239
H3 1.164 1.986 -5.581  0.247
H4 -1.032 -1.841 -3.684  0.254
H5 0.447 -2.203 -2.711  0.280
H6 -1.355 4.257 -1.521  0.468
H7 1.290 3.921 -1.237  0.231
H8 -3.609 2.603 -0.239  0.490
O1 -2.327 4.343 -1.398  -0.953
H9 -2.511 5.286 -1.585  0.488
H10 -1.326 0.263 0.958  -0.179
O2 -3.950 1.886 0.356  -0.938
H11 -3.653 1.049 -0.045  0.454
C8 -3.022 -1.200 -1.775  -0.960
H12 -3.403 -1.847 -2.573  0.250
H13 -3.647 -1.246 -0.872  0.256
H14 -2.982 -0.148 -2.092  0.250
C9 -1.403 -3.440 -0.926  -0.955
H15 -2.016 -3.554 -0.021  0.263
H16 -1.805 -4.032 -1.754  0.250
H17 -0.383 -3.757 -0.670  0.268
C10 2.912 2.042 0.989  -0.929
H18 3.376 3.041 0.998  0.241
H19 3.057 1.505 1.938  0.266
H20 3.340 1.404 0.199  0.277
C11 0.301 3.148 1.841  -0.950
H21 0.465 2.675 2.826  0.267
H22 0.673 4.184 1.829  0.242
H23 -0.780 3.099 1.620  0.266
C12 1.309 -0.917 2.686  -0.631
C13 2.083 -1.510 1.508  0.099
C14 1.794 -2.988 1.296  -0.614
O3 1.814 -0.870 0.292  -1.067
H24 0.222 -1.008 2.518  0.180
H25 1.523 0.154 2.814  0.190
H26 1.565 -1.463 3.603  0.230
H27 3.158 -1.392 1.757  0.151
H28 0.725 -3.150 1.083  0.172
H29 2.337 -3.329 0.409  0.219
H30 2.090 -3.563 2.178  0.211

Values from the calculation:
electronic energy: -46652.561 eV
frontier orbital gap (alpha / beta): 5.77 / 5.05 eV
strongest force on any atom: 2.090 eV/A
LUMO (alpha / beta): -5.32 / -5.87 eV
net charge: +1
energy above the lowest of the compared OMol25 structures with the same formula, charge and spin: 101.4 kcal/mol

---

[3]
Here is 30 unconnected molecules or ions with the total composition C15H89BIO31 in a non-equilibrium geometry from the OMol25 dataset. Energies are from ωB97M-V/def2-TZVPD.

Last column: Mulliken charge in e.
CARTESIAN COORDINATES (ANGSTROEM)
C1 -2.658 -2.523 -2.156  -0.015
C2 -1.854 -1.591 -3.134  -0.388
C3 -0.805 -0.680 -2.383  0.010
C4 -1.303 0.800 -2.466  -1.024
C5 -0.254 1.858 -1.932  0.624
C6 -1.032 2.924 -1.070  -0.428
C7 -0.446 2.912 0.403  -0.303
C8 -1.303 1.915 1.224  0.154
C9 -0.887 1.734 2.726  -0.943
C10 0.669 1.535 2.860  -0.414
C11 1.066 0.585 4.031  -0.247
C12 2.628 0.738 4.280  -0.822
C13 3.177 -0.394 5.200  0.328
O1 4.165 0.292 6.007  -0.726
B1 5.406 0.173 5.208  0.936
C14 6.687 0.847 5.977  -0.822
O2 5.432 -1.321 5.008  -0.502
C15 4.112 -1.537 4.596  -0.778
I1 4.323 -1.688 2.423  -0.190
H1 -2.238 -3.557 -2.182  0.228
H2 -2.616 -2.103 -1.129  -0.471
H3 -3.728 -2.564 -2.469  0.249
H4 -1.400 -2.205 -3.935  0.414
H5 -2.577 -0.907 -3.634  -0.037
H6 0.178 -0.803 -2.879  -0.026
H7 -0.753 -0.965 -1.315  0.260
H8 -1.606 1.031 -3.508  0.241
H9 -2.223 0.856 -1.850  0.227
H10 0.243 2.318 -2.814  0.146
H11 0.552 1.345 -1.370  0.099
H12 -0.756 3.922 -1.500  -0.377
H13 -2.120 2.738 -1.050  0.629
H14 -0.464 3.943 0.826  0.432
H15 0.620 2.638 0.317  -0.092
H16 -1.260 0.930 0.715  -0.184
H17 -2.343 2.314 1.202  0.306
H18 -1.127 2.703 3.226  0.343
H19 -1.475 0.952 3.241  0.323
H20 1.024 1.047 1.924  0.202
H21 1.128 2.531 3.006  0.250
H22 0.543 0.803 4.984  0.394
H23 0.838 -0.458 3.747  -0.039
H24 2.750 1.729 4.766  0.174
H25 3.126 0.828 3.297  0.373
H26 2.459 -0.705 5.990  0.399
H27 5.382 0.659 4.099  -0.310
H28 6.946 1.840 5.532  0.177
H29 6.362 1.072 7.021  0.243
H30 7.613 0.240 5.928  0.083
H31 3.757 -2.547 4.879  0.462
O3 2.302 1.602 -4.188  -0.549
H32 2.790 2.431 -4.243  0.271
H33 2.974 0.949 -3.961  0.243
O4 -0.146 0.967 -5.614  -0.657
H34 0.392 1.351 -4.910  0.080
H35 -0.947 1.496 -5.606  0.416
O5 -1.742 -1.148 -7.248  -0.608
H36 -1.474 -1.076 -8.167  0.274
H37 -1.068 -0.650 -6.767  0.351
O6 9.057 -2.313 5.850  -0.686
H38 8.168 -2.073 5.556  0.356
H39 9.601 -1.566 5.579  0.303
O7 -1.867 -5.037 -0.636  -0.558
H40 -2.273 -5.757 -1.127  0.276
H41 -1.645 -5.432 0.214  0.259
O8 2.938 -0.231 -1.386  -0.588
H42 2.574 -0.861 -2.014  0.290
H43 2.911 -0.701 -0.547  0.212
O9 1.081 -3.578 2.683  -0.691
H44 1.649 -2.801 2.766  0.268
H45 1.642 -4.305 2.981  0.352
O10 -2.930 -1.856 1.240  -0.414
H46 -2.416 -2.569 0.849  0.242
H47 -3.793 -1.934 0.819  0.098
O11 -5.745 -3.147 1.379  -0.534
H48 -6.509 -3.042 0.799  0.289
H49 -6.079 -3.671 2.116  0.261
O12 -8.658 -2.574 0.711  -0.592
H50 -9.179 -2.829 1.479  0.281
H51 -9.275 -2.081 0.160  0.310
O13 2.444 3.528 -1.596  -0.630
H52 2.038 2.825 -2.116  0.273
H53 2.624 3.114 -0.747  0.313
O14 -5.996 -1.651 -3.162  -0.545
H54 -6.863 -1.853 -2.796  0.229
H55 -6.068 -1.904 -4.093  0.338
O15 -1.009 6.414 -1.067  -0.675
H56 -1.526 6.874 -1.742  0.337
H57 -0.194 6.173 -1.520  0.331
O16 -8.832 -3.606 -1.779  -0.594
H58 -9.181 -4.300 -2.346  0.284
H59 -8.699 -4.035 -0.927  0.335
O17 -5.809 -0.318 -5.687  -0.619
H60 -5.265 0.100 -5.009  0.288
H61 -6.628 0.187 -5.672  0.309
O18 -1.011 -1.833 4.153  -0.617
H62 -0.476 -2.566 3.820  0.323
H63 -1.814 -1.868 3.621  0.300
O19 -4.645 0.745 0.115  -0.579
H64 -4.995 0.044 -0.442  0.263
H65 -4.496 0.317 0.965  0.303
O20 2.571 -6.229 3.360  -0.593
H66 2.211 -6.863 2.728  0.300
H67 2.551 -6.696 4.201  0.266
O21 10.234 0.973 5.974  -0.634
H68 9.871 1.846 6.146  0.302
H69 10.416 0.620 6.850  0.315
O22 4.981 -5.195 1.798  -0.613
H70 4.342 -5.403 2.493  0.300
H71 4.495 -4.608 1.206  0.264
O23 -3.331 7.889 -1.961  -0.611
H72 -3.807 7.652 -1.158  0.309
H73 -3.974 8.377 -2.481  0.279
O24 8.242 -5.230 1.871  -0.627
H74 7.295 -5.343 2.020  0.333
H75 8.353 -5.404 0.934  0.286
O25 -6.274 -5.157 3.648  -0.612
H76 -6.618 -5.859 3.087  0.305
H77 -6.136 -5.583 4.499  0.289
O26 -6.445 -3.030 -6.428  -0.640
H78 -6.146 -2.128 -6.620  0.324
H79 -7.341 -3.060 -6.772  0.301
O27 0.695 8.544 -1.851  -0.562
H80 0.214 8.303 -1.050  0.301
H81 0.051 9.033 -2.373  0.312
O28 3.606 8.197 -3.267  -0.612
H82 2.718 7.991 -2.947  0.309
H83 3.581 7.977 -4.202  0.294
O29 0.240 8.737 -4.746  -0.646
H84 0.718 9.572 -4.790  0.346
H85 0.917 8.093 -4.520  0.259
O30 3.624 -6.634 -0.310  -0.643
H86 4.067 -6.546 -1.158  0.298
H87 4.234 -6.219 0.324  0.402
O31 -0.109 3.678 -5.323  -0.593
H88 -0.624 4.141 -5.991  0.269
H89 0.690 3.409 -5.787  0.336

Values from the calculation:
electronic energy: -89251.552 eV
frontier orbital gap: 5.74 eV
strongest force on any atom: 3.301 eV/A
LUMO: 1.05 eV
net charge: -1
energy above the lowest of the compared OMol25 structures with the same formula, charge and spin: 53.3 kcal/mol

---

[4]
Here is a single C4H14N2Si molecule in a non-equilibrium geometry from the OMol25 dataset. Energies are from ωB97M-V/def2-TZVPD.

Last column: natural (NBO) charge in e.
CARTESIAN COORDINATES (ANGSTROEM)
C1 3.015 0.215 -0.625  -0.619
C2 2.317 -0.282 0.614  -0.387
C3 0.835 -0.641 0.340  -0.425
C4 0.051 0.488 -0.291  -0.224
N1 -1.262 0.762 0.168  -0.469
N2 -2.025 -0.501 -0.133  -0.907
Si1 -3.685 -0.051 -0.149  1.110
H1 2.374 1.043 -1.031  0.200
H2 3.990 0.544 -0.315  0.214
H3 2.939 -0.456 -1.515  0.213
H4 3.000 -1.051 1.087  0.202
H5 2.170 0.392 1.377  0.195
H6 0.469 -1.586 -0.192  0.204
H7 0.416 -0.698 1.300  0.186
H8 0.079 0.260 -1.383  0.198
H9 0.628 1.396 -0.156  0.186
H10 -1.355 1.039 1.158  0.344
H11 -1.757 -1.264 0.494  0.363
H12 -4.401 -0.645 -1.300  -0.190
H13 -4.201 -0.324 1.062  -0.226
H14 -3.596 1.360 -0.511  -0.168

Values from the calculation:
SMILES: CCCCNN[SiH3]
electronic energy: -15230.333 eV
frontier orbital gap: 10.00 eV
strongest force on any atom: 3.727 eV/A
LUMO: 0.96 eV
energy above the lowest of the compared OMol25 structures with the same formula, charge and spin: 79.7 kcal/mol

---

[5]
Here is 5 unconnected molecules or ions with the total composition C43H93BO10PS in a non-equilibrium geometry from the OMol25 dataset. Energies are from ωB97M-V/def2-TZVPD.

Last column: Mulliken charge in e.
CARTESIAN COORDINATES (ANGSTROEM)
C1 3.465 -3.671 4.965  -0.685
C2 2.454 -3.705 4.094  -0.147
C3 2.068 -4.906 3.286  0.551
O1 1.332 -5.707 3.787  -0.506
O2 2.558 -5.031 2.029  -0.277
C4 1.563 -5.058 0.985  -0.453
C5 2.258 -5.315 -0.351  -1.007
C6 2.379 -4.010 -1.164  0.477
C7 1.196 -3.835 -2.116  -1.005
C8 1.056 -2.418 -2.694  -0.784
C9 0.140 -1.496 -1.870  -1.025
C10 0.838 -0.659 -0.775  -0.582
O3 2.202 -0.953 -0.690  0.086
B1 2.703 0.053 0.296  0.577
C11 4.318 0.237 0.137  -0.370
S1 5.019 0.045 -1.536  -0.083
C12 5.443 -1.702 -1.693  0.087
C13 6.778 -1.886 -2.409  -1.141
O4 1.878 1.250 -0.036  -0.867
C14 0.835 0.875 -0.937  1.402
C15 -0.414 1.659 -0.486  -2.192
C16 -1.748 0.883 -0.483  0.324
C17 -2.705 1.345 0.636  -0.527
C18 -3.540 0.205 1.268  -0.845
C19 -5.057 0.436 1.221  -0.854
C20 -5.717 -0.249 0.014  -0.307
C21 -7.177 0.204 -0.148  -0.810
C22 -8.108 -0.847 -0.776  -0.667
C23 -9.502 -0.838 -0.139  -0.251
C24 -10.585 -1.513 -1.015  -0.979
C25 -11.187 -2.801 -0.417  -0.197
C26 -10.678 -4.093 -1.072  -0.625
O5 -11.775 -4.800 -1.629  -0.333
C27 -11.444 -6.126 -1.949  -0.741
P1 1.509 1.538 -2.510  0.201
O6 1.866 2.985 -2.458  -0.446
H1 4.456 -4.050 4.738  0.264
H2 3.332 -3.229 5.947  0.257
H3 1.844 -2.821 3.917  0.298
H4 0.802 -5.806 1.214  0.399
H5 1.059 -4.086 0.959  0.297
H6 3.260 -5.668 -0.105  0.426
H7 1.723 -6.086 -0.908  0.358
H8 3.302 -4.055 -1.744  0.206
H9 2.440 -3.188 -0.453  -0.247
H10 0.255 -4.144 -1.648  0.326
H11 1.372 -4.516 -2.956  0.381
H12 2.037 -1.977 -2.874  0.155
H13 0.583 -2.524 -3.676  0.476
H14 -0.610 -2.130 -1.388  0.405
H15 -0.387 -0.835 -2.562  0.549
H16 0.401 -0.854 0.220  0.440
H17 2.511 -0.394 1.449  -0.469
H18 4.664 1.222 0.463  0.155
H19 4.823 -0.487 0.786  0.246
H20 5.441 -2.214 -0.730  0.348
H21 4.669 -2.182 -2.298  -0.176
H22 7.548 -1.262 -1.953  0.090
H23 6.704 -1.594 -3.458  0.308
H24 7.096 -2.931 -2.379  0.439
H25 -0.218 2.112 0.482  0.556
H26 -0.546 2.503 -1.174  0.229
H27 -2.261 1.072 -1.430  0.301
H28 -1.598 -0.191 -0.390  -0.231
H29 -3.420 2.064 0.224  0.366
H30 -2.155 1.869 1.419  0.390
H31 -3.250 0.095 2.316  0.397
H32 -3.301 -0.744 0.780  0.382
H33 -5.534 0.041 2.123  0.447
H34 -5.277 1.504 1.137  0.324
H35 -5.661 -1.333 0.129  0.386
H36 -5.132 0.060 -0.859  0.120
H37 -7.201 1.104 -0.766  0.318
H38 -7.547 0.459 0.850  0.325
H39 -8.248 -0.605 -1.832  0.346
H40 -7.678 -1.848 -0.698  0.219
H41 -9.487 -1.352 0.825  0.139
H42 -9.805 0.192 0.059  0.369
H43 -11.403 -0.808 -1.171  0.349
H44 -10.170 -1.727 -2.003  0.529
H45 -12.263 -2.806 -0.584  0.380
H46 -10.972 -2.849 0.650  0.034
H47 -10.188 -4.742 -0.334  0.352
H48 -9.943 -3.879 -1.859  0.305
H49 -11.115 -6.683 -1.063  0.320
H50 -10.664 -6.181 -2.718  0.291
H51 -12.341 -6.605 -2.338  0.250
H52 0.565 1.277 -3.539  0.034
H53 2.627 0.730 -2.767  -0.073
C28 -11.005 2.055 4.002  -1.030
C29 -11.999 1.073 3.405  -0.347
O7 -11.428 -0.164 3.022  -0.395
C30 -10.816 -0.918 4.052  -0.281
C31 -11.759 -1.312 5.176  -1.199
H54 -10.178 2.228 3.313  0.241
H55 -11.498 3.007 4.204  0.402
H56 -10.587 1.693 4.942  0.271
H57 -12.415 1.489 2.486  0.335
H58 -12.841 0.915 4.089  0.310
H59 -9.944 -0.387 4.451  0.338
H60 -10.439 -1.815 3.560  0.342
H61 -12.135 -0.444 5.718  0.280
H62 -11.238 -1.949 5.892  0.402
H63 -12.617 -1.857 4.780  0.312
C32 7.430 4.148 -1.061  -1.298
C33 7.888 2.787 -0.569  -0.096
O8 9.152 2.800 0.086  -0.400
C34 9.241 3.604 1.245  -0.470
C35 8.277 3.205 2.350  -1.040
H64 8.178 4.588 -1.723  0.306
H65 6.492 4.044 -1.606  0.433
H66 7.260 4.847 -0.240  0.287
H67 8.007 2.117 -1.420  0.284
H68 7.129 2.334 0.075  0.269
H69 9.114 4.663 0.991  0.416
H70 10.269 3.487 1.596  0.372
H71 7.237 3.338 2.051  0.277
H72 8.450 3.818 3.236  0.393
H73 8.413 2.156 2.618  0.276
C36 13.556 -0.975 0.315  -1.034
C37 12.472 -1.487 1.251  -0.308
O9 11.593 -0.487 1.720  -0.450
C38 10.855 0.211 0.721  0.050
C39 9.954 -0.674 -0.119  -0.689
H74 14.128 -0.179 0.794  0.272
H75 14.236 -1.787 0.053  0.391
H76 13.140 -0.578 -0.611  0.261
H77 12.933 -1.906 2.147  0.356
H78 11.913 -2.301 0.774  0.290
H79 11.532 0.789 0.083  0.286
H80 10.243 0.930 1.257  -0.229
H81 10.519 -1.398 -0.711  0.323
H82 9.377 -0.057 -0.806  0.097
H83 9.263 -1.232 0.516  0.327
C40 2.883 5.787 -4.145  -1.051
C41 2.544 6.072 -2.695  -0.195
O10 3.032 7.327 -2.219  -0.439
C42 2.551 8.468 -2.892  -0.323
C43 1.041 8.638 -2.832  -1.013
H84 3.962 5.839 -4.304  0.254
H85 2.533 4.786 -4.396  0.395
H86 2.412 6.497 -4.830  0.290
H87 3.003 5.315 -2.065  0.263
H88 1.466 5.995 -2.530  0.256
H89 2.891 8.475 -3.936  0.303
H90 3.032 9.316 -2.400  0.331
H91 0.521 7.828 -3.344  0.256
H92 0.751 9.576 -3.310  0.386
H93 0.700 8.651 -1.796  0.273

Values from the calculation:
electronic energy: -87373.644 eV
frontier orbital gap: 6.52 eV
strongest force on any atom: 1.473 eV/A
LUMO: 1.89 eV
net charge: -1

---

Repeat the first record exactly.
Here is 2 unconnected molecules or ions with the total composition C6H9N2O2 in a non-equilibrium geometry from the OMol25 dataset. Energies are from ωB97M-V/def2-TZVPD.

Last column: natural (NBO) charge in e.
CARTESIAN COORDINATES (ANGSTROEM)
C1 -2.615 -0.621 -1.712  -0.640
C2 0.495 -2.364 -1.768  -0.388
C3 -1.217 -1.102 -1.551  0.040
C4 -0.336 -0.720 -0.551  -0.160
N1 -0.665 -2.095 -2.343  -0.540
N2 0.733 -1.533 -0.721  -0.577
H1 1.177 -3.146 -2.056  0.066
H2 1.550 -1.588 -0.127  0.343
H3 -0.490 0.070 0.184  0.273
H4 -2.894 -0.010 -0.864  0.215
H5 -3.333 -1.358 -2.047  0.199
H6 -2.598 0.071 -2.578  0.189
C5 1.771 1.856 2.903  -0.804
C6 1.001 2.245 1.500  0.802
O1 1.702 2.983 0.785  -0.788
O2 -0.101 1.692 1.386  -0.791
H7 2.180 2.815 3.232  0.178
H8 2.604 1.205 2.658  0.200
H9 1.035 1.600 3.670  0.184

Values from the calculation:
⟨S²⟩: 0.751
electronic energy: -13440.782 eV
frontier orbital gap (alpha / beta): 2.38 / 7.70 eV
strongest force on any atom: 2.856 eV/A
LUMO (alpha / beta): 6.23 / 6.09 eV
spin multiplicity: 2
net charge: -2
energy above the lowest of the compared OMol25 structures with the same formula, charge and spin: 23.6 kcal/mol

---

What is the electronic energy in the fourth record? -15230.333 eV

---

What is the formula in the second record? C14H30MgNO3P2